1:
ORCA calculation (the ωB97M-V functional and the def2-TZVPD basis) on a 3-piece molecular cluster, C3H14N2O2S overall.

Results
LUMO: 0.5 eV
SMILES: NC[C@@H](N)CS.O.O

Geometry as XYZ:
```
22
C3H14N2O2S | the Open Molecules 2025 dataset | the ωB97M-V functional and the def2-TZVPD basis
S -0.059 -1.704 -1.324
H 0.008 -1.207 1.694
H -1.096 -0.844 -1.498
H 2.255 -1.210 -1.475
H -2.868 1.742 -1.015
O -3.782 -0.500 1.343
H 0.311 0.731 -0.004
C 1.774 -0.389 1.187
H 2.131 -1.378 0.849
H 0.268 0.382 2.204
H -3.948 -0.956 0.511
O -3.199 0.918 -1.397
N 0.659 -0.562 2.134
H -4.056 1.162 -1.745
H 2.951 1.535 0.397
H 1.265 0.070 -2.250
H 2.776 1.397 -1.212
H -2.903 -0.704 1.706
H 2.472 0.169 1.767
C 1.419 -0.515 -1.346
C 1.363 0.346 -0.179
N 2.259 1.516 -0.346
```

2:
ORCA calculation (the ωB97M-V functional and the def2-TZVPD basis) on a 3-piece molecular cluster, C3H14N2O2S overall.

Results
LUMO: 0.8 eV
SMILES: NC[C@H](N)CS.O.O

Geometry as XYZ:
```
22
C3H14N2O2S | the Open Molecules 2025 dataset | the ωB97M-V functional and the def2-TZVPD basis
N 0.615 2.363 0.892
O 2.002 -0.781 -0.621
C -0.463 0.474 -0.182
H 0.368 1.382 -1.882
H -0.815 0.488 -2.240
H 0.373 -0.046 0.342
H 1.268 -0.973 -1.243
O 2.400 0.301 1.842
H 1.216 1.580 1.152
H -1.327 1.874 1.101
H 0.769 3.160 1.432
H -2.555 0.026 -0.208
H 2.495 -0.526 1.305
H -2.053 -2.083 -1.619
S -1.547 -2.234 -0.392
H 2.540 -0.126 -1.011
N -0.088 0.463 -1.623
C -1.674 -0.400 0.090
H -0.956 2.633 -0.487
C -0.681 1.923 0.390
H 3.217 0.745 1.933
H -1.783 -0.317 1.251
```

Going by the energies, 1 is most stable and the next is 0.685 eV up.

1:
ORCA calculation (the ωB97M-V functional and the def2-TZVPD basis) on a 2-piece molecular cluster, C4H8NO3 overall.

Results
<S²>: 0.75
LUMO (spin up / spin down): 0.6 / -3.4 eV
2S+1: 2

Geometry as XYZ:
```
16
C4H8NO3 | the Open Molecules 2025 dataset | the ωB97M-V functional and the def2-TZVPD basis
C 0.602 2.694 -1.857
H -1.353 -2.660 0.521
C 0.095 -1.515 1.596
N -0.432 -0.332 2.079
C -0.088 1.352 -1.564
H -0.877 -1.154 -0.285
O 0.942 -2.129 2.204
H -0.915 0.272 1.436
H 0.213 -2.523 -0.277
O -1.278 1.197 -1.616
H 0.585 2.729 -2.948
C -0.520 -1.986 0.313
H 0.119 0.106 2.801
O 0.840 0.500 -1.283
H 1.637 2.753 -1.524
H 0.040 3.506 -1.408
```

2:
ORCA calculation (the ωB97M-V functional and the def2-TZVPD basis) on a 2-piece molecular cluster, C4H8NO3 overall.

Results
<S²>: 0.76
LUMO (spin up / spin down): 0.6 / -3.8 eV
2S+1: 2

Geometry as XYZ:
```
16
C4H8NO3 | the Open Molecules 2025 dataset | the ωB97M-V functional and the def2-TZVPD basis
H 1.619 -1.142 -1.477
C -0.049 -0.508 -2.715
N -0.133 0.302 0.835
C -0.938 0.260 1.937
H 2.015 -0.828 -3.280
H 0.419 1.637 2.904
H -0.666 0.756 4.015
O -0.853 -0.728 -1.826
O -1.913 -0.465 1.989
C 1.369 -1.245 -2.529
H -0.519 -0.200 0.054
C -0.596 1.231 3.040
O -0.056 0.129 -3.771
H 0.477 1.071 0.632
H -1.358 2.012 2.982
H 1.182 -2.281 -2.790
```

Going by the energies, 1 is most stable and the next is 0.217 eV up.

1:
ORCA calculation (the ωB97M-V functional and the def2-TZVPD basis) on one molecule with the formula C8H9NS.

Results
LUMO: 0.3 eV
SMILES: S=c1ccccn1C1CC1

Geometry as XYZ:
```
19
C8H9NS | the Open Molecules 2025 dataset | the ωB97M-V functional and the def2-TZVPD basis
H -2.647 -0.439 0.466
C -2.542 0.452 -0.015
C 1.059 -2.048 -0.090
H -1.973 2.553 0.555
C -1.664 1.463 0.614
C 0.029 -1.194 -0.368
H -3.284 0.661 -0.731
H -0.977 1.252 1.392
C -1.174 0.769 -0.588
H 3.315 -1.977 0.361
H 1.013 -3.157 -0.187
C 2.363 -1.512 0.180
C 1.317 0.700 0.043
H -0.969 -1.680 -0.551
H -1.080 1.323 -1.620
N 0.104 0.130 -0.306
C 2.435 -0.150 0.374
S 1.467 2.351 -0.116
H 3.209 0.504 0.588
```

2:
ORCA calculation (the ωB97M-V functional and the def2-TZVPD basis) on one molecule with the formula C8H9NS.

Results
LUMO: 0.9 eV
SMILES: [H]/N=C(\C)[C@H]1Cc2ccsc21

Geometry as XYZ:
```
19
C8H9NS | the Open Molecules 2025 dataset | the ωB97M-V functional and the def2-TZVPD basis
H 3.050 -0.884 -1.612
H 3.308 -1.724 0.490
C -1.352 0.559 0.047
C 2.025 -0.357 -1.282
H 0.867 0.792 2.005
C -3.001 -0.970 0.236
H 0.050 1.837 -0.738
S -1.881 -1.592 1.334
N 2.591 -1.126 0.975
C 1.886 -0.508 0.169
C 0.524 0.474 1.038
H 2.128 0.674 -1.419
H -4.017 -1.298 0.174
H -3.215 0.889 -1.037
H -0.549 2.457 0.702
C -2.674 0.263 -0.328
H 1.261 -0.784 -1.893
C -0.215 1.580 0.177
C -0.785 -0.283 0.959
```

Going by the energies, 1 is most stable and the next is 1.290 eV up.

1:
ORCA calculation (the ωB97M-V functional and the def2-TZVPD basis) on a 3-piece molecular cluster, C3H8N overall.

Results
LUMO: -8.2 eV
Net charge: +1

Geometry as XYZ:
```
12
C3H8N | the Open Molecules 2025 dataset | the ωB97M-V functional and the def2-TZVPD basis
H -28.033 3.683 0.018
C 5.859 0.520 -0.501
H -29.039 3.080 -0.356
H 4.920 0.425 -1.117
C 5.831 -0.275 0.725
H 6.550 0.034 -1.228
H 5.034 -2.093 1.456
H 5.627 0.490 1.467
C 5.541 -1.673 0.579
N 6.079 -2.452 -0.266
H 6.090 1.574 -0.345
H 5.543 -3.312 -0.431
```

2:
ORCA calculation (the ωB97M-V functional and the def2-TZVPD basis) on an isolated ion of composition C3H8N and charge +1.

Results
LUMO: -3.9 eV
Net charge: +1
SMILES: C=C(C)[NH3+]

Geometry as XYZ:
```
12
C3H8N | the Open Molecules 2025 dataset | the ωB97M-V functional and the def2-TZVPD basis
H 0.537 -1.345 -1.652
C 0.231 0.105 -0.056
H 1.285 1.191 -1.502
H -0.160 -2.021 -0.151
H -1.234 -0.501 1.217
N -0.539 0.237 1.256
C -0.109 -1.151 -0.806
H -1.124 -0.954 -1.185
C 0.912 1.142 -0.491
H 0.099 0.203 2.052
H -1.055 1.112 1.170
H 1.156 1.982 0.148
```

Going by the energies, 2 is most stable and the next is 6.089 eV up.

1:
ORCA calculation (the ωB97M-V functional and the def2-TZVPD basis) on one molecule with the formula C16H19NO3.

Results
LUMO: 0.8 eV
SMILES: Cc1ccc(OCCCC(=O)NCc2ccco2)cc1

Geometry as XYZ:
```
39
C16H19NO3 | the Open Molecules 2025 dataset | the ωB97M-V functional and the def2-TZVPD basis
H -0.321 -0.050 -3.747
H 2.343 -0.125 -3.297
O 0.568 -1.854 -1.188
H 3.802 0.120 4.055
H 1.478 -1.530 2.795
H 2.626 -1.715 -1.103
C 1.583 -0.656 2.169
H 3.905 -1.431 3.228
H -2.330 -2.042 -2.561
C 2.773 0.060 2.186
O -0.373 1.200 -0.309
H -0.436 3.106 0.496
C -3.334 1.176 0.364
C 0.184 -0.577 -2.963
H 1.936 2.442 -0.077
H -1.874 -2.356 -0.859
C 3.904 -0.354 3.079
C -2.250 2.046 1.010
C 0.653 0.849 0.554
C -1.821 -1.637 -1.680
H 3.803 1.750 1.370
C 1.750 -1.409 -1.638
C 1.837 1.577 0.563
O -2.670 -1.062 0.922
H -0.393 -0.834 1.359
H -4.157 1.063 1.071
C -2.795 -0.215 0.063
H -2.459 0.348 -1.864
C 1.579 -0.617 -2.730
C -0.387 -1.348 -1.991
H -3.708 1.652 -0.544
C -1.102 2.357 0.046
N -2.524 -0.444 -1.245
H -1.849 1.526 1.882
H -2.690 2.989 1.342
H 4.861 -0.054 2.658
H -1.496 2.764 -0.892
C 0.526 -0.269 1.366
C 2.883 1.181 1.374
```

2:
ORCA calculation (the ωB97M-V functional and the def2-TZVPD basis) on one molecule with the formula C16H19NO3.

Results
LUMO: 0.7 eV
SMILES: Cc1cccc(OCCCC(=O)NCc2ccco2)c1

Geometry as XYZ:
```
39
C16H19NO3 | the Open Molecules 2025 dataset | the ωB97M-V functional and the def2-TZVPD basis
O 1.870 0.025 1.848
C 1.153 2.053 0.661
C 1.104 -0.854 1.054
C 0.388 -3.711 -2.481
C 0.458 4.138 -0.521
C 2.604 3.490 2.525
H -0.117 -1.213 2.774
C -1.783 -4.013 -2.802
O -1.362 0.682 -0.904
H -2.732 -4.439 -3.059
C 1.193 3.439 0.583
C 1.923 4.157 1.521
H -2.515 -2.043 0.142
C 1.827 1.382 1.671
H 1.700 -1.772 1.014
H -0.556 -2.179 1.362
O -0.233 -2.582 -2.103
H -0.001 5.056 -0.160
H -2.264 -0.419 1.918
C -1.673 -0.200 -0.131
C -1.556 -2.765 -2.303
H 1.455 -3.738 -2.388
H 1.956 5.235 1.465
C 2.559 2.114 2.606
H -0.311 3.492 -0.936
H -3.512 -1.945 -2.146
H -2.232 -0.742 -2.484
H 0.572 1.527 -0.080
C -1.361 -0.171 1.355
C -0.512 -4.628 -2.924
H 0.978 -0.485 0.033
H 1.151 4.402 -1.320
H 3.172 4.049 3.254
H 3.082 1.580 3.384
H -1.044 0.835 1.628
C -0.256 -1.181 1.691
H -0.306 -5.613 -3.288
C -2.482 -1.652 -1.929
N -2.339 -1.311 -0.528
```

Going by the energies, 2 is most stable and the next is 0.059 eV up.

1:
ORCA calculation (the ωB97M-V functional and the def2-TZVPD basis) on one molecule with the formula C5H5BrO2.

Results
LUMO: 0.5 eV

Geometry as XYZ:
```
13
C5H5BrO2 | the Open Molecules 2025 dataset | the ωB97M-V functional and the def2-TZVPD basis
H 1.207 2.421 -0.038
H 0.289 -2.182 -1.273
C 0.038 -1.556 -0.485
O -1.086 -0.857 -0.867
C -0.610 1.289 0.092
H -1.187 2.161 0.422
O 0.085 -2.034 0.827
Br 3.296 0.038 0.107
C 1.508 0.230 -0.180
C -1.424 0.255 -0.146
C 0.839 1.384 -0.185
H -0.481 -1.534 1.584
H -2.475 0.386 0.141
```

2:
ORCA calculation (the ωB97M-V functional and the def2-TZVPD basis) on one molecule with the formula C5H5BrO2.

Results
LUMO (spin up / spin down): -0.4 / -0.9 eV

Geometry as XYZ:
```
13
C5H5BrO2 | the Open Molecules 2025 dataset | the ωB97M-V functional and the def2-TZVPD basis
C -0.636 -0.510 -0.355
C 0.747 0.204 1.730
O -0.378 0.678 -0.852
O -0.147 2.915 -0.468
C 0.798 1.378 1.101
C 0.066 1.780 -0.154
H 0.323 -0.762 1.327
H -0.121 -2.530 -0.207
Br -2.441 -0.551 0.257
C -0.020 -1.658 -0.938
H -0.563 -1.784 -1.871
H 1.334 2.141 1.648
H 1.037 -1.301 -1.219
```

Going by the energies, 2 is most stable and the next is 0.056 eV up.